Record 1
87
Properties=species:S:1:pos:R:3:lowdin_charge:R:1 method="wB97M-V/def2-TZVPD" total_energy_ha=-5546.7805 relative_energy_kj_mol=70.9 e_homo_ev=-7.38 charge=0
Au 0.790 -0.041 0.938 0.532
Cl -0.457 -6.171 3.449 0.740
C 1.117 -5.489 3.182 -0.580
C 2.200 -6.122 3.769 -0.118
C 3.490 -5.713 3.477 -0.093
C 3.684 -4.680 2.574 -0.114
C 2.593 -4.038 2.019 -0.561
Cl 2.880 -2.776 0.858 0.732
C 1.269 -4.382 2.335 -0.297
N 0.207 -3.718 1.759 0.077
C -0.940 -3.278 2.445 -0.254
C -0.953 -3.075 3.820 -0.085
C -2.103 -2.633 4.455 -0.103
C -3.246 -2.359 3.716 -0.110
C -3.222 -2.548 2.340 -0.041
C -2.088 -3.021 1.690 -0.158
C -2.112 -3.299 0.212 -0.053
C -1.445 -2.214 -0.630 -0.633
O -2.083 -1.711 -1.562 -0.013
O -0.233 -1.945 -0.310 -0.183
H 2.017 -6.961 4.427 0.101
H 4.337 -6.212 3.927 0.103
H 4.679 -4.357 2.298 0.103
H 0.407 -3.155 0.936 0.057
H -0.055 -3.271 4.394 0.108
H -2.104 -2.509 5.531 0.099
H -4.150 -2.019 4.205 0.096
H -4.115 -2.360 1.754 0.113
H -3.136 -3.404 -0.139 0.116
H -1.578 -4.233 0.017 0.129
O 2.757 0.275 -0.652 -0.075
C 2.793 -0.360 -1.715 -0.508
C 4.056 -0.357 -2.550 -0.099
C 4.702 -1.747 -2.664 -0.187
C 4.084 -2.648 -3.732 -0.214
C 2.640 -3.047 -3.445 -0.182
C 1.701 -1.845 -3.389 -0.168
N 1.759 -1.098 -2.141 0.089
H 4.732 0.334 -2.053 0.115
H 3.844 0.042 -3.548 0.121
H 4.645 -2.245 -1.691 0.101
H 5.763 -1.614 -2.884 0.108
H 4.697 -3.545 -3.843 0.108
H 4.118 -2.124 -4.694 0.111
H 2.578 -3.578 -2.491 0.112
H 2.290 -3.733 -4.221 0.110
H 0.666 -2.165 -3.492 0.122
H 1.915 -1.176 -4.229 0.119
H 0.986 -1.268 -1.485 0.077
N -3.002 4.416 -3.593 0.167
C -3.453 5.656 -3.996 -0.191
C -4.334 6.061 -4.994 -0.023
C -4.549 7.419 -5.113 -0.095
C -3.906 8.342 -4.270 -0.094
C -3.031 7.930 -3.287 -0.017
C -2.799 6.561 -3.151 -0.226
N -1.977 5.884 -2.264 0.181
C -2.127 4.624 -2.560 -0.281
C -1.446 3.522 -1.865 -0.131
C -1.875 2.208 -1.961 0.015
C -1.210 1.215 -1.257 -0.081
N -0.161 1.485 -0.477 -0.028
C 0.279 2.750 -0.413 -0.121
C -0.330 3.792 -1.077 0.006
H -3.243 3.530 -4.000 0.153
H -4.830 5.351 -5.643 0.108
H -5.226 7.783 -5.874 0.100
H -4.107 9.398 -4.399 0.099
H -2.533 8.636 -2.635 0.111
H -2.730 1.926 -2.561 0.115
H -1.525 0.176 -1.322 0.080
H 1.169 2.914 0.178 0.096
H 0.041 4.804 -0.998 0.115
C 0.070 1.202 5.529 -0.260
As 0.329 1.182 3.608 0.666
C 1.218 2.862 3.285 -0.252
C -1.487 1.318 2.986 -0.240
S 1.592 -0.451 3.133 0.188
H -0.286 2.178 5.857 0.038
H 1.024 0.976 6.000 0.033
H -0.655 0.436 5.797 0.031
H 0.497 3.678 3.250 0.043
H 1.772 2.799 2.354 0.011
H 1.915 3.017 4.105 0.038
H -1.942 2.172 3.490 0.044
H -2.001 0.397 3.261 0.029
H -1.513 1.443 1.908 0.006



Record 2
95
Properties=species:S:1:pos:R:3:lowdin_charge:R:1 method="wB97M-V/def2-TZVPD" total_energy_ha=-6391.2785 e_homo_ev=-9.38 charge=0
C 2.364 4.377 4.372 -0.145
C 1.125 5.008 3.465 -0.247
C 0.926 4.285 2.008 -0.151
C 0.399 2.708 2.207 -0.218
O 0.260 2.131 0.947 -0.307
N 0.003 0.789 0.803 -0.227
C -0.394 0.129 2.090 -0.025
C -0.846 -1.440 2.066 -0.194
O -0.295 -2.452 1.416 -0.029
C -2.067 -1.910 3.114 -0.062
C -2.680 -0.939 4.304 -0.023
C -3.865 -1.379 5.352 -0.058
C -4.532 -2.884 5.260 -0.033
C -3.920 -3.925 4.113 -0.038
C -2.729 -3.446 3.079 0.015
C -1.161 0.899 -0.197 -0.036
C -1.472 -0.320 -1.221 -0.323
C -2.056 0.508 -2.570 -0.147
C -3.347 1.507 -2.227 -0.160
O -4.467 1.146 -3.159 -0.130
C -5.341 2.305 -3.396 -0.120
O -6.612 2.391 -2.916 -0.050
S -2.982 -1.269 -0.684 0.920
O -3.882 -0.556 0.403 -0.342
O -4.018 -1.554 -1.851 -0.308
F -2.790 -2.828 -0.011 -0.235
C -0.146 -1.196 -1.707 -0.409
C -0.456 -2.830 -1.952 -0.171
C 0.377 -4.022 -1.219 0.026
C -0.119 -5.478 -1.704 -0.036
C -1.264 -5.580 -2.817 -0.104
N -2.064 -4.554 -3.536 0.045
C -1.572 -3.242 -3.041 -0.099
P 0.300 -0.934 -3.604 0.664
O 1.513 -2.205 -3.901 -0.366
Cl 1.250 0.822 -4.103 0.268
C 1.230 -0.874 -0.917 -0.173
C 1.303 0.326 0.171 -0.493
Br 1.936 1.963 -0.918 0.863
C 2.599 0.249 1.170 -0.212
C 2.850 -1.027 2.095 -0.183
C 4.218 -1.884 1.652 -0.136
C 4.667 -2.197 0.109 -0.041
C 6.060 -3.017 -0.275 -0.055
C 7.086 -3.585 0.907 -0.060
C 6.607 -3.304 2.477 -0.058
C 5.208 -2.474 2.859 -0.024
H 1.842 3.773 5.260 0.080
H 3.005 3.586 3.777 0.070
H 3.022 5.215 4.893 0.089
H 1.357 6.171 3.363 0.126
H 0.129 4.841 4.077 0.110
H 2.012 4.219 1.516 0.124
H 0.184 4.884 1.329 0.134
H 1.156 2.251 2.994 0.127
H -0.634 2.819 2.790 0.151
H 0.453 0.117 2.934 0.179
H -1.383 0.684 2.470 0.153
H -2.230 0.161 4.421 0.087
H -4.240 -0.607 6.160 0.091
H -5.415 -3.190 5.996 0.100
H -4.407 -4.990 4.067 0.090
H -2.364 -4.270 2.297 0.111
H -0.967 1.874 -0.864 0.175
H -2.076 1.248 0.486 0.175
H -1.260 1.319 -2.946 0.098
H -2.445 -0.195 -3.409 0.117
H -3.690 1.506 -1.122 0.118
H -3.115 2.648 -2.496 0.132
H -4.955 3.196 -4.080 0.176
H 1.220 -3.867 -0.436 0.095
H 0.391 -6.448 -1.270 0.099
H -1.541 -6.696 -3.146 0.114
H -2.165 -2.335 -3.547 0.101
H 2.384 -1.713 -4.106 0.064
H 2.077 -0.607 -1.720 0.082
H 1.722 -1.793 -0.334 0.108
H 3.553 0.330 0.451 0.118
H 2.702 1.223 1.854 0.124
H 3.116 -0.638 3.194 0.126
H 2.024 -1.821 2.236 0.103
H 4.028 -1.804 -0.805 0.073
H 6.322 -3.195 -1.423 0.090
H 8.092 -4.142 0.635 0.089
H 7.315 -3.727 3.310 0.077
H 4.888 -2.284 3.983 0.088
B -0.283 5.038 -6.748 -0.964
O -0.740 3.774 -6.160 0.231
C -1.280 4.064 -4.969 -0.381
O -1.760 3.233 -4.214 0.083
C -1.203 5.480 -4.731 -0.401
O -1.606 6.066 -3.739 0.124
O -0.615 6.083 -5.773 0.231
F -0.975 5.286 -8.003 0.072
F 1.154 4.997 -6.968 0.068



Number 1: F_max 0.7 eV/A. Number 2: F_max 11.2 eV/A.